[1]
{"formula": "C46H106O17", "method": "wB97M-V/def2-TZVPD", "orbital_gap_ev": 9.873, "de_lowest_ev": 2.4751, "e_lumo_ev": 0.6, "total_energy_ha": -3094.93990, "fmax_ev_per_a": 3.765, "homo_ev": -9.2, "symbols": ["C", "C", "O", "C", "C", "O", "H", "H", "H", "H", "H", "H", "H", "H", "C", "O", "C", "C", "O", "C", "C", "O", "C", "H", "H", "H", "H", "H", "H", "H", "H", "H", "H", "H", "H", "H", "H", "C", "O", "C", "C", "O", "C", "C", "O", "C", "H", "H", "H", "H", "H", "H", "H", "H", "H", "H", "H", "H", "H", "H", "C", "O", "C", "C", "O", "C", "C", "O", "C", "H", "H", "H", "H", "H", "H", "H", "H", "H", "H", "H", "H", "H", "H", "C", "O", "C", "C", "O", "C", "C", "O", "C", "H", "H", "H", "H", "H", "H", "H", "H", "H", "H", "H", "H", "H", "H", "C", "O", "C", "C", "O", "C", "C", "O", "C", "H", "H", "H", "H", "H", "H", "H", "H", "H", "H", "H", "H", "H", "H", "C", "C", "C", "C", "C", "C", "H", "H", "H", "H", "H", "H", "H", "H", "H", "H", "H", "H", "H", "H", "C", "C", "C", "C", "C", "C", "H", "H", "H", "H", "H", "H", "H", "H", "H", "H", "H", "H", "H", "H"], "positions_angstrom": [[-0.34, -0.49, -0.86], [0.79, 0.46, -0.43], [1.43, -0.11, 0.70], [2.36, 0.53, 1.34], [3.04, -0.32, 2.47], [2.72, 1.69, 1.05], [-1.10, -0.05, -1.50], [-0.83, -0.96, -0.01], [0.03, -1.37, -1.40], [1.55, 0.59, -1.20], [0.33, 1.43, -0.25], [3.93, 0.20, 2.84], [3.42, -1.24, 2.02], [2.43, -0.52, 3.35], [-0.81, 3.09, -6.05], [0.42, 2.75, -5.37], [0.80, 3.57, -4.34], [2.30, 3.27, -4.10], [2.49, 1.92, -3.80], [3.84, 1.49, -3.60], [4.68, 1.46, -4.90], [6.04, 1.35, -4.68], [6.72, 1.09, -5.91], [-0.74, 4.08, -6.50], [-1.54, 3.09, -5.25], [-1.13, 2.37, -6.80], [0.23, 3.32, -3.45], [0.67, 4.63, -4.53], [2.67, 3.92, -3.31], [2.83, 3.52, -5.02], [3.82, 0.49, -3.15], [4.27, 2.09, -2.80], [4.60, 2.32, -5.56], [4.34, 0.58, -5.45], [6.40, 1.72, -6.74], [6.72, 0.05, -6.25], [7.80, 1.22, -5.79], [0.69, 4.60, -0.19], [-0.16, 5.70, 0.16], [-0.72, 5.69, 1.49], [-1.31, 7.11, 1.85], [-2.17, 7.50, 0.78], [-3.04, 8.59, 1.19], [-3.72, 9.12, -0.06], [-2.82, 9.86, -0.85], [-2.05, 9.05, -1.79], [0.31, 3.66, 0.22], [1.60, 4.85, 0.36], [0.92, 4.55, -1.25], [0.02, 5.33, 2.20], [-1.45, 4.89, 1.60], [-0.47, 7.81, 1.84], [-1.93, 7.02, 2.74], [-2.42, 9.36, 1.65], [-3.81, 8.27, 1.90], [-4.45, 9.90, 0.15], [-4.20, 8.28, -0.57], [-2.66, 8.55, -2.55], [-1.53, 8.26, -1.25], [-1.34, 9.60, -2.41], [-2.20, -0.38, -5.74], [-0.91, -0.96, -5.85], [-0.01, -0.62, -4.75], [1.28, -1.45, -4.83], [1.24, -2.68, -4.16], [2.38, -3.55, -4.50], [3.75, -3.18, -3.89], [3.99, -3.19, -2.50], [2.92, -2.60, -1.77], [-2.73, -0.80, -4.88], [-2.78, -0.63, -6.62], [-2.22, 0.70, -5.55], [-0.51, -0.75, -3.79], [0.27, 0.43, -4.78], [2.18, -0.90, -4.53], [1.40, -1.46, -5.91], [2.36, -3.69, -5.58], [2.08, -4.52, -4.10], [4.05, -2.24, -4.34], [4.49, -3.88, -4.28], [3.19, -2.85, -0.75], [1.93, -3.01, -1.98], [2.93, -1.54, -2.01], [-2.56, -2.98, 1.61], [-2.08, -1.71, 2.17], [-0.82, -1.72, 2.90], [-0.84, -2.69, 4.19], [-1.85, -2.31, 5.11], [-1.60, -2.41, 6.49], [-1.36, -3.86, 7.03], [-0.32, -4.53, 6.38], [-0.19, -5.87, 6.64], [-3.53, -2.86, 1.13], [-2.59, -3.74, 2.39], [-1.87, -3.29, 0.83], [-0.60, -0.70, 3.21], [0.07, -1.98, 2.31], [0.16, -2.63, 4.63], [-1.00, -3.72, 3.87], [-2.46, -2.06, 7.05], [-0.72, -1.80, 6.72], [-2.24, -4.42, 6.72], [-1.32, -3.81, 8.11], [-0.25, -6.05, 7.72], [0.82, -6.17, 6.38], [-0.78, -6.58, 6.06], [-2.82, 1.63, 2.43], [-2.43, 2.71, 3.19], [-2.74, 2.55, 4.56], [-1.77, 1.66, 5.33], [-0.49, 2.29, 5.43], [0.37, 2.29, 4.32], [1.84, 2.50, 4.76], [2.56, 1.43, 5.35], [2.03, 0.88, 6.58], [-2.65, 1.93, 1.40], [-3.86, 1.32, 2.51], [-2.18, 0.76, 2.58], [-3.80, 2.39, 4.75], [-2.57, 3.59, 4.84], [-1.67, 0.62, 5.02], [-2.23, 1.53, 6.31], [0.14, 3.16, 3.70], [0.33, 1.44, 3.64], [2.00, 3.43, 5.31], [2.37, 2.69, 3.82], [2.88, 0.40, 7.07], [1.22, 0.16, 6.50], [1.77, 1.69, 7.26], [3.53, -4.54, 3.26], [2.13, -4.99, 3.00], [1.75, -4.92, 1.54], [2.16, -6.25, 0.82], [1.84, -6.37, -0.67], [0.31, -6.46, -0.98], [3.71, -3.54, 2.86], [4.28, -5.21, 2.83], [3.85, -4.47, 4.30], [1.95, -5.95, 3.49], [1.48, -4.37, 3.61], [2.06, -4.06, 0.95], [0.66, -4.89, 1.53], [3.24, -6.32, 1.00], [1.73, -7.07, 1.39], [2.28, -5.60, -1.30], [2.35, -7.26, -1.01], [-0.23, -5.69, -0.44], [0.13, -6.32, -2.05], [-0.23, -7.38, -0.79], [-2.36, -3.88, -3.64], [-3.64, -3.24, -3.21], [-3.38, -1.95, -2.41], [-4.59, -1.05, -2.17], [-4.32, 0.00, -1.10], [-5.52, 0.89, -0.78], [-1.75, -3.18, -4.22], [-2.51, -4.60, -4.45], [-1.68, -4.25, -2.88], [-4.20, -2.97, -4.11], [-4.25, -3.94, -2.64], [-2.54, -1.35, -2.76], [-3.00, -2.28, -1.45], [-4.76, -0.55, -3.13], [-5.43, -1.67, -1.85], [-4.00, -0.51, -0.19], [-3.44, 0.54, -1.44], [-6.44, 0.35, -0.56], [-5.36, 1.56, 0.07], [-5.71, 1.62, -1.57]]}

[2]
{"formula": "C2H3NOS", "method": "wB97M-V/def2-TZVPD", "orbital_gap_ev": 7.997, "de_lowest_ev": 3.2236, "e_lumo_ev": -1.7, "total_energy_ha": -606.06890, "fmax_ev_per_a": 2.368, "homo_ev": -9.7, "symbols": ["C", "C", "N", "O", "S", "H", "H", "H"], "positions_angstrom": [[-1.26, -1.19, -1.05], [-0.90, -0.35, 0.02], [-1.40, -2.03, -1.81], [2.28, 0.37, 0.44], [-1.56, 1.09, 0.07], [1.97, -0.49, 0.87], [1.57, 1.01, 0.39], [-0.70, 1.59, 1.05]]}

[3]
{"formula": "C31H21BrCoFN5O4", "method": "wB97M-V/def2-TZVPD", "s2": 3.813, "multiplicity": 4, "orbital_gap_ev": [3.310, 5.708], "de_lowest_ev": 0.0000, "charge": -2, "e_lumo_ev": [3.8, 3.8], "total_energy_ha": -5825.42327, "fmax_ev_per_a": 0.493, "homo_ev": [0.5, -1.9], "symbols": ["Co", "O", "C", "N", "C", "C", "C", "C", "C", "C", "N", "C", "O", "C", "C", "C", "C", "C", "N", "C", "C", "C", "C", "C", "N", "H", "H", "H", "H", "H", "H", "H", "H", "H", "H", "H", "H", "Br", "C", "C", "N", "C", "C", "C", "C", "O", "O", "H", "H", "H", "F", "C", "C", "C", "C", "C", "C", "C", "H", "H", "H", "H", "H", "H"], "positions_angstrom": [[-1.04, -0.32, -0.82], [2.44, -0.52, -2.93], [1.42, -0.75, -2.28], [0.32, 0.00, -2.15], [-0.06, 0.98, -3.09], [0.75, 1.65, -4.00], [0.18, 2.55, -4.92], [-1.19, 2.76, -4.91], [-2.02, 2.09, -4.01], [-1.46, 1.20, -3.09], [-2.13, 0.46, -2.11], [-3.50, 0.46, -1.88], [-4.34, 1.00, -2.62], [-3.82, -0.25, -0.66], [-5.14, -0.39, -0.20], [-5.40, -1.07, 0.96], [-4.28, -1.63, 1.68], [-3.01, -1.46, 1.19], [-2.74, -0.79, 0.05], [1.29, -2.11, -1.60], [2.41, -2.89, -1.41], [2.26, -4.14, -0.81], [1.00, -4.55, -0.43], [-0.07, -3.69, -0.67], [0.07, -2.51, -1.26], [1.82, 1.47, -4.00], [0.82, 3.08, -5.62], [-1.63, 3.46, -5.62], [-3.09, 2.24, -4.01], [-5.93, 0.06, -0.81], [-6.42, -1.18, 1.33], [-4.42, -2.18, 2.61], [-2.17, -1.88, 1.71], [3.37, -2.51, -1.72], [3.12, -4.78, -0.63], [0.83, -5.50, 0.06], [-1.08, -3.97, -0.38], [3.23, -0.36, 6.27], [3.07, -0.37, 4.37], [4.12, 0.10, 3.60], [4.06, 0.11, 2.27], [2.93, -0.31, 1.70], [1.84, -0.81, 2.40], [1.92, -0.86, 3.78], [0.60, -1.33, 1.69], [0.08, -2.35, 2.17], [0.28, -0.63, 0.70], [5.03, 0.48, 4.06], [2.88, -0.25, 0.61], [1.10, -1.28, 4.35], [3.37, 2.99, 3.40], [2.31, 2.71, 2.60], [2.44, 2.84, 1.23], [1.35, 2.57, 0.42], [0.10, 2.18, 0.95], [-1.02, 1.90, 0.10], [0.03, 2.04, 2.35], [1.12, 2.31, 3.17], [3.40, 3.12, 0.81], [1.45, 2.65, -0.66], [-1.02, 2.38, -0.87], [-2.00, 1.85, 0.58], [-0.90, 1.70, 2.79], [1.06, 2.20, 4.25]]}

[4]
{"formula": "C31H59BrN2O16P4", "method": "wB97M-V/def2-TZVPD", "orbital_gap_ev": 8.224, "de_lowest_ev": 1.9986, "e_lumo_ev": -0.7, "total_energy_ha": -6469.46887, "fmax_ev_per_a": 8.445, "homo_ev": -8.9, "symbols": ["C", "C", "O", "O", "C", "C", "C", "N", "C", "O", "C", "C", "Br", "C", "C", "C", "P", "N", "C", "C", "O", "H", "H", "H", "H", "H", "H", "H", "H", "H", "H", "H", "H", "H", "H", "C", "C", "O", "P", "O", "O", "C", "C", "O", "C", "C", "H", "H", "H", "H", "H", "H", "H", "H", "H", "H", "H", "H", "H", "H", "H", "C", "C", "O", "P", "O", "O", "C", "C", "O", "C", "C", "H", "H", "H", "H", "H", "H", "H", "H", "H", "H", "H", "H", "H", "H", "H", "C", "C", "O", "P", "O", "O", "C", "C", "O", "C", "C", "H", "H", "H", "H", "H", "H", "H", "H", "H", "H", "H", "H", "H", "H", "H"], "positions_angstrom": [[6.50, 7.67, 3.35], [5.64, 8.39, 2.31], [5.23, 7.77, 1.36], [5.30, 9.72, 2.47], [4.14, 9.81, 3.35], [3.43, 11.12, 2.99], [2.28, 10.96, 1.95], [1.39, 9.86, 2.32], [1.36, 8.77, 1.43], [2.11, 8.48, 0.54], [0.08, 8.01, 1.77], [-0.34, 6.73, 1.49], [0.79, 5.56, 0.50], [-1.60, 6.36, 1.96], [-2.41, 7.24, 2.64], [-1.98, 8.54, 2.93], [-3.04, 9.71, 3.86], [-4.14, 8.89, 4.64], [-0.73, 8.89, 2.49], [0.06, 10.18, 2.65], [-0.35, 11.26, 2.97], [5.90, 7.07, 4.04], [7.06, 8.39, 3.96], [7.22, 7.02, 2.84], [3.54, 8.91, 3.17], [4.51, 9.81, 4.38], [3.07, 11.66, 3.88], [4.18, 11.77, 2.52], [1.75, 11.92, 1.86], [2.77, 10.79, 0.98], [-1.95, 5.35, 1.76], [-3.40, 6.92, 2.97], [-3.65, 10.62, 2.96], [-2.17, 10.38, 4.74], [-5.07, 9.19, 4.36], [3.31, 0.56, 0.26], [2.16, -0.42, 0.13], [1.11, 0.07, -0.70], [1.22, 0.03, -2.34], [1.90, -1.28, -2.59], [-0.32, -0.35, -2.75], [-0.63, -1.56, -3.42], [-0.95, -2.66, -2.42], [0.77, 1.60, -2.52], [1.51, 2.67, -1.94], [2.84, 2.89, -2.64], [3.73, 0.81, -0.72], [4.11, 0.14, 0.87], [2.98, 1.49, 0.73], [2.52, -1.38, -0.23], [1.73, -0.59, 1.11], [0.18, -1.86, -4.09], [-1.50, -1.37, -4.04], [-0.16, -2.77, -1.67], [-1.09, -3.61, -2.93], [-1.86, -2.42, -1.87], [1.64, 2.52, -0.87], [0.90, 3.57, -2.05], [3.44, 1.98, -2.66], [3.41, 3.68, -2.14], [2.68, 3.19, -3.68], [-5.83, -6.94, -0.87], [-5.16, -7.28, -2.19], [-5.74, -6.60, -3.30], [-5.38, -5.01, -3.62], [-3.89, -5.05, -3.37], [-5.33, -5.11, -5.26], [-4.13, -4.86, -5.99], [-3.35, -6.14, -6.21], [-6.97, -4.63, -3.82], [-7.92, -4.79, -2.77], [-7.74, -3.77, -1.67], [-5.79, -5.87, -0.68], [-5.34, -7.46, -0.05], [-6.88, -7.24, -0.88], [-4.08, -7.09, -2.13], [-5.27, -8.35, -2.39], [-3.52, -4.10, -5.49], [-4.43, -4.45, -6.95], [-3.17, -6.67, -5.27], [-2.39, -5.93, -6.68], [-3.91, -6.82, -6.85], [-7.91, -5.81, -2.39], [-8.90, -4.65, -3.23], [-6.73, -3.79, -1.26], [-8.45, -3.95, -0.86], [-7.91, -2.76, -2.05], [3.35, -8.52, -0.48], [3.79, -8.22, 0.94], [3.48, -6.89, 1.34], [1.95, -6.47, 1.81], [1.51, -7.67, 2.58], [2.28, -5.43, 3.03], [1.88, -5.71, 4.37], [2.98, -6.43, 5.12], [1.90, -5.15, 0.84], [2.04, -5.24, -0.58], [0.82, -5.86, -1.24], [2.28, -8.37, -0.60], [3.58, -9.56, -0.74], [3.87, -7.88, -1.20], [3.37, -8.95, 1.63], [4.88, -8.32, 1.01], [0.94, -6.27, 4.39], [1.69, -4.75, 4.84], [3.31, -7.32, 4.59], [2.63, -6.73, 6.11], [3.85, -5.79, 5.23], [2.96, -5.76, -0.85], [2.15, -4.21, -0.94], [0.60, -6.85, -0.82], [0.99, -5.96, -2.32], [-0.05, -5.23, -1.08]]}

[5]
{"formula": "C4H8N2O", "method": "wB97M-V/def2-TZVPD", "orbital_gap_ev": 9.427, "de_lowest_ev": 4.2029, "e_lumo_ev": 0.6, "total_energy_ha": -341.84919, "fmax_ev_per_a": 0.628, "homo_ev": -8.8, "symbols": ["C", "C", "O", "C", "N", "C", "N", "H", "H", "H", "H", "H", "H", "H", "H"], "positions_angstrom": [[-1.79, -1.51, -0.89], [-0.91, -0.31, -1.04], [-0.85, 0.24, 0.17], [0.14, 1.24, 0.34], [-0.11, 2.36, 0.82], [1.50, 0.72, -0.03], [1.78, -0.55, 0.67], [-1.74, -1.93, 0.12], [-1.54, -2.26, -1.64], [-2.83, -1.20, -1.09], [1.48, 0.52, -1.12], [-1.11, 2.46, 0.98], [2.24, 1.49, 0.18], [2.66, -0.51, 1.15], [1.07, -0.75, 1.37]]}

[6]
{"formula": "C29H32FN4O5Pt", "method": "wB97M-V/def2-TZVPD", "s2": 2.006, "multiplicity": 3, "orbital_gap_ev": [5.726, 5.856], "de_lowest_ev": 1.2768, "charge": 1, "e_lumo_ev": [-3.5, -3.5], "total_energy_ha": -1938.28793, "fmax_ev_per_a": 0.516, "homo_ev": [-9.2, -9.4], "symbols": ["Pt", "C", "C", "N", "C", "C", "C", "O", "O", "C", "O", "C", "C", "C", "F", "C", "C", "C", "N", "C", "C", "N", "C", "C", "H", "H", "H", "H", "H", "H", "H", "H", "H", "H", "H", "H", "H", "H", "H", "H", "H", "H", "C", "O", "C", "C", "O", "C", "H", "H", "H", "H", "H", "H", "H", "H", "H", "H", "N", "C", "C", "C", "C", "C", "C", "C", "C", "C", "H", "H", "H", "H"], "positions_angstrom": [[-0.04, 0.36, -3.51], [4.26, 2.18, 2.65], [3.70, 0.82, 2.28], [2.59, 0.91, 1.32], [2.91, 1.01, 0.01], [2.03, 1.11, -1.02], [2.70, 1.24, -2.40], [3.90, 1.47, -2.38], [1.96, 1.13, -3.44], [0.64, 1.17, -0.72], [-0.30, 1.28, -1.54], [0.29, 1.08, 0.70], [-1.05, 1.09, 1.09], [-1.40, 1.02, 2.40], [-2.72, 0.99, 2.71], [-0.44, 0.96, 3.43], [0.88, 0.94, 3.05], [1.27, 0.97, 1.70], [-0.78, 0.96, 4.80], [0.03, 0.24, 5.77], [0.33, 1.17, 6.94], [-0.91, 2.01, 7.19], [-2.16, 1.27, 6.78], [-2.17, 1.13, 5.26], [5.07, 2.07, 3.38], [3.49, 2.82, 3.08], [4.67, 2.68, 1.77], [3.35, 0.28, 3.16], [4.46, 0.19, 1.83], [3.96, 0.99, -0.24], [-1.82, 1.14, 0.33], [1.66, 0.96, 3.80], [0.97, -0.08, 5.34], [-0.47, -0.67, 6.11], [1.13, 1.86, 6.71], [0.56, 0.63, 7.85], [-0.85, 2.86, 6.62], [-0.95, 2.30, 8.16], [-3.03, 1.83, 7.12], [-2.14, 0.32, 7.31], [-2.58, 2.04, 4.83], [-2.83, 0.31, 5.00], [-3.45, -0.26, -4.78], [-2.67, 0.75, -4.15], [-2.71, 2.00, -4.81], [-1.79, 2.95, -4.08], [-0.41, 2.57, -4.18], [0.26, 3.03, -5.36], [-4.50, 0.05, -4.86], [-3.37, -1.16, -4.17], [-3.07, -0.48, -5.78], [-3.73, 2.40, -4.79], [-2.41, 1.89, -5.86], [-2.04, 2.94, -3.02], [-1.91, 3.96, -4.47], [0.19, 4.11, -5.44], [-0.15, 2.57, -6.26], [1.31, 2.73, -5.26], [0.08, -9.64, -3.32], [0.06, -8.49, -3.36], [0.04, -7.05, -3.40], [-1.02, -6.35, -2.82], [-1.04, -4.97, -2.86], [0.00, -4.25, -3.46], [1.06, -4.96, -4.04], [1.08, -6.35, -4.01], [-0.01, -2.81, -3.48], [-0.04, -1.60, -3.49], [-1.83, -6.90, -2.36], [-1.86, -4.42, -2.41], [1.86, -4.42, -4.51], [1.90, -6.89, -4.46]]}

[7]
{"formula": "C4H6N3O", "method": "wB97M-V/def2-TZVPD", "orbital_gap_ev": 8.509, "de_lowest_ev": 4.3368, "charge": 1, "e_lumo_ev": -5.4, "total_energy_ha": -395.08922, "fmax_ev_per_a": 5.217, "homo_ev": -13.9, "symbols": ["C", "N", "C", "N", "N", "C", "O", "C", "H", "H", "H", "H", "H", "H"], "positions_angstrom": [[-1.17, 0.64, 0.87], [-1.05, 0.27, -0.33], [-0.75, 0.20, -1.58], [0.17, -0.76, -1.94], [1.11, -1.44, -1.19], [1.33, -1.10, 0.09], [1.02, -0.09, 1.17], [-0.03, 0.90, 1.75], [-2.08, 0.53, 1.53], [-0.98, 0.95, -2.36], [0.12, -0.93, -2.93], [2.20, -1.55, 0.45], [0.42, 1.84, 1.78], [-0.32, 0.53, 2.68]]}